## A
Computed, not measured: a structure of composition CH2Cl3OPS2, with wB97M-V/def2-TZVPD.

Geometry as ORCA input:
```
! wB97M-V def2-TZVPD RIJCOSX def2/J DEFGRID3
* xyz 0 1
C -1.322 0.825 0.086
O 1.181 1.295 0.580
P 0.368 0.691 -0.602
S 2.093 -3.001 0.618
S 0.601 -1.855 -0.088
Cl -2.207 0.111 -1.333
Cl -1.809 2.515 0.196
Cl -1.708 -0.063 1.461
H 2.131 1.100 0.561
H 0.673 -1.619 -1.479
*
```

Values from the calculation:
- E_LUMO (spin up / spin down) (eV) = -1.53 / -1.53
- M (g mol⁻¹) = 231.49
- frontier orbital gap (spin up / spin down) (eV) = 6.40 / 6.40
- HOMO (spin up / spin down) (eV) = -7.93 / -7.93

Per-atom Mulliken charges, elementary charge units: atom 1 (C): 0.309, atom 2 (O): -0.383, atom 3 (P): 0.236, atom 4 (S): -0.338, atom 5 (S): -0.098, atom 6 (Cl): -0.122, atom 7 (Cl): -0.110, atom 8 (Cl): -0.050, atom 9 (H): 0.345, atom 10 (H): 0.211

***

## B
Computed, not measured: a structure of composition CH2Cl3OPS2, with wB97M-V/def2-TZVPD.

Geometry as ORCA input:
```
! wB97M-V def2-TZVPD RIJCOSX def2/J DEFGRID3
* xyz 0 1
C -1.050 -0.658 0.030
O 1.165 0.094 1.520
P 0.249 0.631 0.330
S -0.291 2.465 0.162
S 1.776 -0.090 -1.680
Cl -2.008 -0.208 -1.400
Cl -1.829 -0.506 1.619
Cl -0.371 -2.317 -0.060
H 1.771 0.738 1.851
H 0.586 -0.151 -2.371
*
```

Values from the calculation:
- E_LUMO (eV) = -0.55
- M (g mol⁻¹) = 231.49
- frontier orbital gap (eV) = 8.47
- HOMO (eV) = -9.02

Per-atom Mulliken charges, elementary charge units: atom 1 (C): 0.187, atom 2 (O): -0.415, atom 3 (P): 0.467, atom 4 (S): -0.252, atom 5 (S): -0.312, atom 6 (Cl): -0.046, atom 7 (Cl): -0.101, atom 8 (Cl): -0.028, atom 9 (H): 0.353, atom 10 (H): 0.147

***

Least stable = A